[1]
Entry from OMol25: a cluster of 6 separate species, C32H50F15N4O11S2 in total (ωB97M-V/def2-TZVPD).

Last column: Mulliken charge in e.
Element x y z (Å)
1 C 4.0186 1.5337 3.4988  -1.1230
2 C 3.1292 0.2797 3.2624  -0.2521
3 S 1.5007 0.4954 4.0810  -0.0878
4 C 0.2868 0.7369 2.7592  -0.5390
5 C 0.5470 1.8984 1.8501  0.1187
6 N 1.7082 2.1261 1.2595  -0.2443
7 C 1.5038 3.2277 0.4872  0.3425
8 N 2.4465 3.7322 -0.2841  -0.1664
9 C 2.2174 4.8784 -1.1791  -1.1274
10 C 1.8785 4.3557 -2.6003  -0.4141
11 C 0.3736 4.2614 -2.9073  -0.4602
12 C -0.0089 2.9780 -3.6442  -0.7266
13 O 0.7104 1.8864 -3.1125  -0.3411
14 N 0.2494 3.6587 0.6411  -0.1064
15 N -0.3751 2.8110 1.5201  0.2675
16 C -1.7529 2.9777 1.9180  -0.7266
17 S -2.9799 2.4423 0.6608  -0.1150
18 C -1.9802 1.7979 -0.7218  1.1426
19 C -1.4879 0.3349 -0.5165  -1.2183
20 H 4.6780 1.4062 4.3522  0.3716
21 H 4.5837 1.7503 2.5904  0.2751
22 H 3.3608 2.3863 3.6536  0.2786
23 H 2.9706 0.1463 2.1962  0.1517
24 H 3.6127 -0.5895 3.7019  0.4569
25 H -0.7172 0.7482 3.1723  0.3025
26 H 0.3234 -0.1467 2.1112  0.1691
27 H 3.3637 3.3227 -0.2993  0.2472
28 H 3.1186 5.4837 -1.2406  0.4205
29 H 1.4164 5.5013 -0.7807  0.4316
30 H 2.3723 4.9636 -3.3598  0.5216
31 H 2.3395 3.3698 -2.6605  0.2272
32 H -0.2468 4.3798 -2.0141  0.1158
33 H 0.1180 5.1003 -3.5588  0.4518
34 H 0.1549 3.0905 -4.7209  0.5414
35 H -1.0848 2.8139 -3.4937  0.2685
36 H 0.5722 1.1031 -3.6927  0.2738
37 H -0.2096 4.4513 0.2233  0.3463
38 H -1.9264 4.0233 2.1703  0.4632
39 H -1.9010 2.3804 2.8119  0.2982
40 H -2.6392 1.8599 -1.5807  0.5615
41 H -1.1215 2.4353 -0.9233  -1.2652
42 H -1.7584 -0.0029 0.4825  0.3843
43 H -1.9217 -0.3092 -1.2764  0.3971
44 H -0.3984 0.3245 -0.5908  0.2591
45 C 2.3208 -3.4775 2.0628  -0.6271
46 C 3.8315 -3.4717 1.9763  -0.2035
47 O 4.3932 -4.7449 2.3480  -0.3459
48 C 4.3266 -5.6704 1.3935  0.3236
49 O 3.8311 -5.5175 0.3157  -0.4860
50 C 5.0115 -6.9639 1.8557  0.9148
51 F 4.6373 -7.2898 3.0949  -0.2476
52 F 6.3393 -6.8039 1.8466  -0.2573
53 F 4.7044 -7.9703 1.0451  -0.2308
54 H 1.9870 -3.7674 3.0598  0.3118
55 H 1.9245 -2.4872 1.8355  -0.0528
56 H 1.8930 -4.1895 1.3585  0.3119
57 H 4.2544 -2.7469 2.6691  0.2490
58 H 4.1676 -3.2063 0.9744  0.3126
59 C 0.9640 2.2712 10.6202  -1.1042
60 C -0.5266 2.1108 10.4164  -0.2038
61 O -0.8847 2.2550 9.0249  -0.3174
62 C -0.6881 1.1924 8.2611  0.1688
63 O -0.2504 0.1337 8.5969  -0.5046
64 C -1.1568 1.4973 6.8303  1.1002
65 F -0.7139 2.6885 6.4015  -0.2659
66 F -2.4941 1.5179 6.7625  -0.2828
67 F -0.7183 0.5727 5.9762  -0.2496
68 H 1.3045 3.2233 10.2118  0.3048
69 H 1.2035 2.2376 11.6820  0.3754
70 H 1.5175 1.4788 10.1172  0.3146
71 H -1.0688 2.8967 10.9369  0.3145
72 H -0.8858 1.1540 10.7929  0.3246
73 C 2.3851 -5.8680 -2.5427  -0.8119
74 C 1.6381 -7.1547 -2.8069  -0.3436
75 O 0.2159 -6.9182 -2.8717  -0.3377
76 C -0.2404 -6.4226 -4.0114  0.4302
77 O 0.3999 -6.1553 -4.9851  -0.5254
78 C -1.7662 -6.2570 -3.9272  0.8573
79 F -2.1302 -5.6816 -2.7743  -0.2488
80 F -2.3670 -7.4483 -4.0044  -0.2523
81 F -2.2138 -5.4984 -4.9249  -0.2386
82 H 2.0093 -5.3833 -1.6422  0.2154
83 H 3.4485 -6.0619 -2.4160  0.3678
84 H 2.2557 -5.1713 -3.3695  0.2607
85 H 1.7828 -7.8571 -1.9890  0.3340
86 H 1.9794 -7.6398 -3.7207  0.3121
87 C 0.7230 -0.4302 -8.0197  -1.0561
88 C 0.2290 -1.5782 -7.1668  -0.2205
89 O 1.1585 -1.8737 -6.0967  -0.3338
90 C 1.1074 -1.1075 -5.0372  0.4203
91 O 0.3612 -0.1765 -4.8600  -0.7401
92 C 2.1253 -1.5990 -3.9947  0.9037
93 F 3.3114 -1.8424 -4.5495  -0.2725
94 F 1.6837 -2.7287 -3.4348  -0.2597
95 F 2.2964 -0.6922 -3.0331  -0.1790
96 H 1.7237 -0.6392 -8.3982  0.3230
97 H 0.0525 -0.2761 -8.8635  0.3812
98 H 0.7739 0.4956 -7.4465  0.2559
99 H 0.1678 -2.4908 -7.7537  0.3555
100 H -0.7595 -1.3835 -6.7533  0.2932
101 C -8.8574 4.4420 -1.9473  -1.1140
102 C -7.3460 4.4554 -1.8799  -0.2293
103 O -6.8348 3.2328 -1.3081  -0.2985
104 C -6.7674 2.1929 -2.1270  0.3296
105 O -7.0736 2.1667 -3.2804  -0.5007
106 C -6.1801 0.9869 -1.3778  0.8403
107 F -6.7362 0.8322 -0.1756  -0.2519
108 F -4.8514 1.1565 -1.1935  -0.1807
109 F -6.3510 -0.1349 -2.0620  -0.2494
110 H -9.2811 4.2485 -0.9615  0.3083
111 H -9.2262 5.4015 -2.3072  0.3735
112 H -9.2143 3.6621 -2.6189  0.3268
113 H -7.0018 5.2488 -1.2198  0.3153
114 H -6.8994 4.6203 -2.8599  0.3208

Output
Charge: +1
LUMO energy, eV: -2.25
Multiplicity: 1
Highest occupied orbital energy, hartree: -0.4170


[2]
Entry from OMol25: a structure of composition C32H50N3OsSe2Si (ωB97M-V/def2-TZVPD).

Last column: Löwdin spin population.
Element x y z (Å)
1 Os -0.5035 0.5098 -0.3321  2.3476
2 C -4.0583 0.8600 0.4901  0.0034
3 Si -2.4167 1.8734 0.1401  0.0741
4 C -2.3082 3.0347 1.7491  0.0257
5 C -3.5679 3.8449 2.0384  0.0046
6 C -2.0783 2.0998 2.9332  0.0075
7 C -1.1175 3.9872 1.6553  0.0035
8 C -2.9516 2.8825 -1.4892  0.0008
9 C -2.6741 1.9569 -2.6726  0.0164
10 C -4.4321 3.2470 -1.5181  -0.0003
11 C -2.1403 4.1608 -1.6813  0.0000
12 H -4.9169 1.5029 0.6572  0.0003
13 H -3.9515 0.2245 1.3614  -0.0001
14 H -4.2994 0.2047 -0.3415  0.0001
15 H -4.4185 3.1866 2.1929  0.0002
16 H -3.7962 4.5299 1.2271  0.0001
17 H -3.4312 4.4328 2.9488  0.0017
18 H -2.9485 1.4729 3.1046  0.0002
19 H -1.8722 2.6549 3.8474  0.0000
20 H -1.2351 1.4493 2.7322  0.0067
21 H -1.2982 4.7682 0.9226  0.0001
22 H -0.2180 3.4433 1.3674  0.0040
23 H -0.9303 4.4658 2.6183  0.0001
24 H -3.1904 1.0092 -2.5401  0.0022
25 H -1.6053 1.7573 -2.7550  0.0076
26 H -3.0073 2.4019 -3.6125  0.0008
27 H -5.0441 2.3508 -1.5579  0.0000
28 H -4.6564 3.8456 -2.4033  0.0000
29 H -4.7189 3.8283 -0.6457  0.0000
30 H -1.0730 3.9704 -1.5909  -0.0001
31 H -2.4233 4.9133 -0.9490  0.0000
32 H -2.3248 4.5809 -2.6727  0.0001
33 C 0.9166 3.0665 -5.7903  -0.0006
34 C 1.0213 2.6521 -4.3472  -0.0007
35 C 1.4495 3.5663 -3.3904  0.0126
36 C 1.6057 3.1690 -2.0678  0.0003
37 C 2.1789 4.0970 -1.0385  -0.0001
38 C 1.2849 1.8740 -1.7075  0.0220
39 C 0.7854 0.9185 -2.6414  0.0168
40 C 0.6930 1.3587 -3.9852  0.0115
41 N 0.4353 -0.2782 -2.1132  0.1355
42 C 0.1888 -1.4721 -2.8967  0.0179
43 C 0.0985 -2.6493 -1.9115  0.0034
44 C 1.3508 -1.7742 -3.8576  0.0105
45 C -1.1548 -1.4187 -3.6549  0.0064
46 H 1.1214 4.1285 -5.8993  0.0000
47 H -0.0774 2.8609 -6.1869  -0.0002
48 H 1.6327 2.5174 -6.4029  -0.0002
49 H 1.6955 4.5755 -3.6880  0.0010
50 H 2.0152 5.1378 -1.3119  0.0000
51 H 3.2541 3.9240 -0.9513  -0.0003
52 H 1.7355 3.9093 -0.0615  0.0005
53 H 1.5956 1.5254 -0.7199  0.0043
54 H 0.3444 0.6975 -4.7638  0.0008
55 H 0.9760 -2.6392 -1.2672  0.0018
56 H 0.0624 -3.5941 -2.4519  -0.0001
57 H -0.7925 -2.5588 -1.2954  0.0010
58 H 2.2534 -1.9507 -3.2760  0.0080
59 H 1.5398 -0.9547 -4.5436  0.0002
60 H 1.1174 -2.6711 -4.4308  0.0013
61 H -1.9443 -1.1285 -2.9614  0.0034
62 H -1.3841 -2.4063 -4.0538  0.0001
63 H -1.1492 -0.7101 -4.4786  0.0002
64 Se 1.5034 0.8339 1.8394  0.3251
65 C 0.8477 0.4424 3.5738  0.0435
66 C 0.2146 -0.7626 3.8718  0.0155
67 C -0.2852 -0.9577 5.1451  -0.0017
68 N -0.1713 -0.0768 6.1288  0.0162
69 C 0.4619 1.0549 5.8523  0.0010
70 C 0.9787 1.3683 4.6101  0.0231
71 H 0.1219 -1.5286 3.1202  0.0009
72 H -0.8082 -1.8747 5.3991  -0.0005
73 H 0.5570 1.7454 6.6857  -0.0002
74 H 1.4762 2.3117 4.4383  0.0023
75 C -1.3421 -1.0561 0.7728  0.0350
76 H -0.5395 -1.7980 0.8933  0.0037
77 H -2.1930 -1.5338 0.2667  0.0189
78 H -1.6757 -0.7663 1.7748  0.0112
79 Se 3.1074 -1.1472 -0.3386  0.6224
80 C 4.8279 -0.4471 -0.0753  0.0614
81 C 5.2838 -0.0872 1.1907  0.0155
82 C 6.5783 0.3664 1.3216  -0.0015
83 N 7.4316 0.4901 0.3109  0.0108
84 C 6.9848 0.1632 -0.8952  0.0006
85 C 5.7107 -0.3026 -1.1464  0.0266
86 H 4.6274 -0.1637 2.0458  0.0016
87 H 6.9708 0.6460 2.2936  -0.0002
88 H 7.6995 0.2851 -1.7023  -0.0001
89 H 5.4003 -0.5555 -2.1498  0.0045

Output
Charge: -1
⟨S²⟩: 6.025
LUMO energy (alpha / beta), eV: 2.50 / 0.76
Multiplicity: 5
Highest occupied orbital energy (alpha / beta), hartree: -0.1482 / -0.1775


no.,total energy (eV),largest force on an atom (eV Å⁻¹)
1,-124906.476,1.80
2,-179503.198,1.69